{"formula": "C86H111B2F8N13O6", "method": "ωB97M-V with the def2-TZVPD basis set", "symbols": ["F", "F", "F", "F", "F", "F", "F", "F", "O", "O", "O", "O", "O", "O", "N", "N", "N", "N", "N", "N", "N", "N", "N", "N", "N", "N", "N", "C", "C", "C", "C", "C", "C", "C", "C", "C", "C", "C", "C", "C", "C", "C", "C", "C", "C", "C", "C", "C", "C", "C", "C", "C", "C", "C", "C", "C", "C", "C", "C", "C", "C", "C", "C", "C", "C", "C", "C", "C", "C", "C", "C", "C", "C", "C", "C", "C", "C", "C", "C", "C", "C", "C", "C", "C", "C", "C", "C", "C", "C", "C", "C", "C", "C", "C", "C", "C", "C", "C", "C", "C", "C", "C", "C", "C", "C", "C", "C", "C", "C", "C", "C", "C", "C", "B", "B", "H", "H", "H", "H", "H", "H", "H", "H", "H", "H", "H", "H", "H", "H", "H", "H", "H", "H", "H", "H", "H", "H", "H", "H", "H", "H", "H", "H", "H", "H", "H", "H", "H", "H", "H", "H", "H", "H", "H", "H", "H", "H", "H", "H", "H", "H", "H", "H", "H", "H", "H", "H", "H", "H", "H", "H", "H", "H", "H", "H", "H", "H", "H", "H", "H", "H", "H", "H", "H", "H", "H", "H", "H", "H", "H", "H", "H", "H", "H", "H", "H", "H", "H", "H", "H", "H", "H", "H", "H", "H", "H", "H", "H", "H", "H", "H", "H", "H", "H", "H", "H", "H", "H", "H", "H", "H", "H", "H", "H", "H", "H"], "xyz": [[-1.72221, 6.28982, 0.82842], [-3.69690, 5.17236, 0.36396], [-2.52990, 4.88049, 2.28607], [-1.69168, -2.05767, -0.61736], [-2.75008, -0.56330, -1.65499], [-3.60746, 6.84861, 1.92106], [-3.04628, -2.71420, -2.41589], [-3.94302, -2.05529, -0.41502], [5.46684, 1.33684, 1.72962], [1.52089, 1.96671, -5.19087], [-1.09902, -0.73576, 5.50290], [3.33304, 3.29853, -5.22761], [-1.89515, 1.33962, 5.06868], [4.58609, 3.40538, 1.52246], [-2.31882, 0.15797, -7.54562], [-0.08345, 1.23868, 0.89869], [4.43317, 6.45493, -4.46148], [-3.66132, -10.41645, -4.07531], [12.91241, -1.83933, -3.12359], [-4.60437, -2.51903, 3.49690], [1.35321, -4.89644, 6.33711], [5.11210, 7.49393, 2.42492], [-3.04297, 5.05332, 5.34634], [8.79141, 0.20820, 2.22083], [-6.07542, 3.33581, -2.63936], [-4.54738, -16.42401, -7.53673], [-9.33496, 8.10685, 5.28307], [0.75836, -0.19943, -1.07494], [-2.36594, -3.65687, 4.66832], [2.30796, 2.84459, -4.73847], [-8.94511, 7.63223, 6.46312], [1.85530, 3.41047, -3.36721], [5.30933, 8.61732, 1.65177], [-10.70165, 8.69345, 5.06252], [-5.34462, -14.88521, -5.82424], [-5.50211, -15.96654, -6.65793], [10.10157, 0.46860, 2.18427], [-3.53491, -2.79718, 2.72232], [-3.92926, -12.93987, -5.17903], [-4.05436, 4.39843, 5.90047], [11.68122, -2.37273, -3.03620], [-5.80939, -1.78534, 2.98768], [-2.70715, -12.48068, -4.67936], [11.16416, -0.98178, -1.19939], [5.03415, 7.94994, -2.75932], [13.83628, -2.45007, -4.02711], [-0.25167, 2.70473, 1.21599], [4.86767, 2.40016, 2.17447], [-3.51457, -9.03769, -3.46352], [-7.74079, 6.91192, 6.56117], [-1.76291, 4.32259, 5.42873], [-4.43564, 6.92273, 4.81455], [13.29215, -0.86223, -2.27238], [-0.47043, -5.22735, 4.88750], [-1.10885, -4.05415, 5.35401], [10.37231, -0.50483, -0.00063], [-6.84280, 6.88076, 5.45945], [-6.14737, 3.71508, -3.91691], [4.46429, 2.24437, 3.67863], [7.93300, 0.57670, 3.43123], [9.02054, -0.72748, 0.09926], [-3.53252, -3.55483, 5.40426], [0.72571, 1.15062, -0.31693], [4.10954, 5.82447, -2.24092], [-4.61082, -2.94706, 4.76010], [-1.42427, 0.42400, 5.90449], [-5.00313, -12.05020, -5.01871], [0.81750, -3.74059, 6.78278], [-3.19100, 6.26945, 4.74839], [10.91288, 0.18216, 1.09396], [-4.86802, -10.77303, -4.46807], [-7.33035, 7.43758, 4.25921], [10.74836, -1.93518, -2.09195], [0.75169, -5.65278, 5.42765], [4.94797, 6.28124, 1.90129], [-3.57255, 0.41262, -7.80235], [4.30945, 6.11622, -5.90930], [4.86034, 7.22202, -0.28562], [4.84830, 7.69276, -4.09311], [-0.27134, -0.45223, 2.69612], [-2.65165, 0.82220, -5.31399], [-1.35380, 0.43014, 0.78932], [-1.69159, -0.22153, 2.14596], [2.81830, -5.24057, 6.64883], [-4.73155, 1.54990, -3.30097], [-5.27411, 5.01397, 6.00499], [-4.85951, -17.54432, -8.47566], [-4.12757, -14.15537, -5.92995], [-4.78204, 1.94385, -4.66522], [-5.49150, 6.29029, 5.43443], [-0.40267, -3.34336, 6.35885], [-6.52689, 4.22264, -1.57803], [4.15262, 5.45093, -3.58676], [-3.93996, 1.24167, -5.64085], [-5.33368, 2.27429, -2.30263], [12.41950, -0.43903, -1.32357], [-1.89250, 0.27826, -6.25052], [-1.32407, 0.72015, 7.40737], [-4.37601, 1.08006, -6.93536], [-3.20677, -14.58489, -6.89084], [0.66542, 0.63051, 2.12921], [-1.44711, -0.58412, -8.47813], [8.23861, -0.36093, 1.15321], [4.68234, 7.03512, -1.78579], [5.26231, 7.59770, 3.91592], [-8.53068, 8.08770, 4.20489], [5.13385, 8.47990, 0.32728], [-3.38137, -15.73725, -7.61095], [2.10470, -0.54544, -1.67159], [-2.61567, -11.22590, -4.12487], [-5.55733, 3.02837, -4.94973], [-2.38872, -3.33173, 3.29159], [4.87040, 6.11029, 0.53813], [-2.91926, 5.82636, 1.30626], [-2.84921, -1.89887, -1.31295], [-1.12165, 4.61415, 4.62437], [13.58045, -2.21996, -5.05815], [-2.28196, -1.07426, 1.87512], [-7.35974, 6.64231, 7.54339], [4.84237, 5.04009, 0.22087], [8.53041, -1.33670, -0.65335], [4.33987, 1.19156, 3.90550], [-0.70661, -0.03669, 7.88294], [1.02876, 1.41731, 2.82757], [-3.14152, -8.38182, -4.26066], [8.22874, 1.58456, 3.75746], [-1.14679, -0.43156, 0.14753], [-0.06967, -0.34170, -1.80268], [4.57321, 5.07146, -6.08226], [9.80456, -2.51298, -2.07761], [-0.29385, -0.56849, 3.77644], [-5.66582, 3.43898, -5.93738], [-2.66033, -16.13828, -8.33263], [3.06772, -4.94814, 7.66519], [-3.94836, 0.10979, -8.78893], [-4.56686, 7.84712, 4.29247], [0.64951, -0.97871, -0.33466], [-1.78612, -13.06244, -4.71923], [-3.63701, -2.65770, 1.65575], [6.92306, 0.57628, 3.03636], [-1.45833, -3.33043, 2.70731], [0.40595, 1.93456, -0.97176], [-2.40488, 6.64498, 4.12673], [5.01275, 6.71774, -6.44198], [-3.97465, 0.82117, -2.97719], [-9.60172, 7.84028, 7.28423], [2.48059, 0.11130, -2.49152], [3.39870, 2.50114, 3.85289], [-5.10000, -17.03811, -9.41539], [5.06740, 2.78456, 4.41831], [-1.85749, 3.24380, 5.34825], [-4.54945, -8.71319, -3.11905], [14.33867, -0.61746, -2.36614], [3.27784, 6.35630, -6.16473], [2.85346, -0.46368, -0.89430], [11.93673, 0.46936, 1.23702], [-3.54988, -3.75740, 6.47738], [-6.91738, 5.11926, -2.05755], [-1.32494, 4.63075, 6.34890], [-5.47386, -2.70285, 5.29775], [-5.67946, -10.05709, -4.33609], [-0.82285, -5.75999, 4.03227], [3.36129, -4.77842, 5.84476], [-2.11881, 0.47874, 2.82316], [2.88624, -6.30691, 6.58297], [-6.06048, 4.40081, 6.46517], [6.33939, 7.78604, 4.13013], [5.52976, 9.54127, 2.14196], [0.74118, 3.08520, 1.40770], [-5.68233, 4.52236, -0.97664], [-1.47350, -0.02928, -9.44736], [13.77599, -3.52092, -3.83177], [3.79095, 5.12002, -1.49718], [-2.67239, -8.99453, -2.78800], [-6.02634, -12.28774, -5.33616], [-0.47571, -0.61358, -8.07362], [5.52194, 8.85573, -2.42720], [-0.91545, 2.84145, 2.03388], [1.44205, -3.16508, 7.43088], [12.76404, 0.35855, -0.65452], [-11.32813, 8.42564, 5.90491], [-2.10545, 1.09507, 0.27028], [0.20324, -1.33132, 2.27457], [1.72820, 1.48818, -0.00958], [-1.64491, -10.85822, -3.72539], [14.84200, -2.06266, -3.82398], [2.34796, 4.31914, -3.12887], [-6.46990, -16.44227, -6.68117], [-6.09143, -14.56534, -5.10438], [-6.74307, 4.57344, -4.10771], [5.00716, 8.32859, -4.93534], [-2.28133, -14.04234, -6.93207], [-5.67988, -18.14821, -8.17296], [8.15543, -0.13490, 4.24331], [4.80469, 5.44786, 2.57670], [4.59304, 8.40237, 4.19702], [5.18708, 9.31264, -0.36978], [4.00019, 4.48028, -4.00790], [-11.02913, 8.07530, 4.24578], [10.58769, 0.88361, 3.06420], [-0.70160, 3.15151, 0.36291], [-0.77527, -2.32179, 6.56885], [-3.98342, -18.18367, -8.56599], [-8.84948, 8.60697, 3.31918], [-3.76640, 3.40677, 6.24501], [-6.34900, -2.50439, 2.41353], [7.18986, -0.35390, 1.10612], [-1.76774, -1.61846, -8.55769], [4.93593, 6.63226, 4.29409], [-2.31740, 0.65660, 7.76910], [11.44639, -3.16605, -3.77028], [-5.56535, -0.93550, 2.38154], [1.28385, -6.51673, 5.07633], [-0.92375, -0.07481, -6.06131], [2.12750, 2.66424, -2.64837], [2.14317, -1.54760, -2.11296], [1.53520, 0.10624, 1.74447], [-5.38553, 1.33118, -7.20672], [-10.69944, 9.74442, 4.81647], [-5.22644, 2.06751, -1.22155], [0.73866, 3.56071, -3.39626], [-6.38785, -1.50809, 3.85902], [-2.33289, 0.85338, -4.28907], [-7.28828, 3.76160, -0.97577], [-0.97696, 1.71738, 7.65466], [-6.76266, 7.41093, 3.37487]], "atomic_forces_ev_per_a": [[0.67, 0.54, -1.08], [-0.53, -0.23, -0.71], [-0.29, -0.89, 1.01], [1.66, -2.08, 0.97], [-0.87, 1.90, -1.38], [-0.89, 0.69, 0.45], [0.33, 0.00, 0.11], [-0.21, -0.15, 0.29], [-0.51, 1.54, 0.42], [0.61, 0.36, 0.09], [-0.39, 0.64, 0.95], [1.85, 0.62, -0.75], [1.20, -2.11, 2.57], [-0.24, 0.81, 0.03], [1.11, -1.47, 2.07], [0.17, -0.36, 2.29], [0.42, -0.97, -0.04], [0.33, 2.22, 1.66], [-1.48, 0.35, 1.26], [0.35, -0.21, -0.10], [1.59, -0.17, 0.47], [0.97, 0.64, 0.55], [0.66, 0.63, -1.22], [0.05, 0.55, 0.87], [0.78, 0.14, -0.22], [-0.78, 1.15, 1.53], [-0.30, 1.35, -0.38], [-0.12, -0.18, 0.30], [0.27, 0.65, -0.17], [-2.91, -1.23, 0.57], [1.04, -1.05, -0.37], [-1.49, -0.37, -0.89], [-0.65, -1.55, 0.88], [0.33, -1.30, 0.26], [1.76, 0.74, -0.24], [-0.23, -0.52, -0.63], [1.03, 0.04, 0.19], [0.21, -0.63, 0.19], [-0.14, 2.13, 0.66], [-0.36, 0.37, 0.43], [-0.74, 0.04, -0.38], [0.47, -0.95, 0.58], [0.46, -0.38, -0.20], [-0.72, 0.94, 1.74], [0.68, 1.09, 0.58], [1.33, -0.46, -0.72], [-0.06, -1.01, -0.52], [1.05, -3.01, 0.34], [-0.71, 0.24, -1.26], [1.10, 1.25, -0.18], [0.37, 0.74, -0.74], [1.04, -0.96, -0.24], [0.41, -1.16, -0.86], [0.62, 0.51, 0.60], [1.99, -1.63, -0.28], [0.26, 0.19, 0.15], [-1.94, 0.30, -0.23], [-0.70, -0.18, 0.04], [-1.59, 0.11, -0.31], [1.19, -0.03, -0.48], [-0.63, -1.51, -1.28], [-0.37, 0.88, -0.60], [1.44, -0.12, -1.31], [1.12, 0.08, 0.16], [0.94, -0.15, 0.72], [-0.90, 1.44, -2.65], [-1.31, 0.54, 0.01], [0.52, -1.01, -0.13], [-1.29, -0.80, 0.55], [-0.51, -0.18, 0.37], [-0.35, -1.68, -0.71], [0.01, 0.18, 1.04], [0.09, -1.68, -1.06], [-1.35, 0.92, -0.47], [-0.31, 0.48, 0.07], [-1.01, 0.21, -2.77], [-0.05, 0.06, 0.46], [0.53, 0.15, -0.22], [-0.62, -1.66, 0.08], [0.32, -0.51, -0.40], [-1.71, 0.46, 1.74], [-0.88, 0.51, -0.74], [1.95, 1.83, -1.22], [-1.81, 0.16, 0.06], [1.60, -0.12, -0.02], [-0.77, -0.52, 0.04], [0.95, 0.89, -0.63], [-1.24, -1.97, -1.06], [0.25, -0.94, 2.12], [-0.02, -1.23, 1.15], [-2.21, 1.36, -1.10], [-0.41, 1.04, -0.21], [0.57, 3.07, 1.14], [0.04, 0.78, -0.32], [0.03, -0.66, 0.17], [1.01, 1.39, 0.55], [0.83, -0.21, -2.21], [0.61, -0.10, -1.12], [-0.79, -0.20, 0.86], [0.40, 0.31, 1.38], [-0.30, -0.20, -0.01], [-1.00, 0.71, -1.36], [0.54, 0.77, 0.17], [-1.01, -1.29, 0.15], [0.42, 0.04, -1.12], [0.25, -0.55, 0.45], [-0.44, -0.33, -2.69], [-0.59, -0.98, -0.95], [0.99, 0.85, -1.28], [1.60, -0.41, 0.10], [-0.30, 0.60, -0.32], [0.22, 0.26, 0.54], [-0.07, -1.25, -0.58], [0.92, -0.43, 0.46], [-1.20, 0.04, -0.04], [0.27, 0.48, -0.56], [-0.08, -0.05, -0.05], [-0.12, -0.27, 0.41], [-0.40, -0.24, -0.11], [-0.17, 1.09, 0.20], [-0.10, 0.43, -0.17], [1.02, -0.34, 0.15], [0.00, 0.08, 0.13], [-0.68, -0.37, -0.62], [-0.63, -0.03, -0.11], [-0.15, -0.37, -0.24], [-0.03, 0.88, 0.01], [0.46, 0.41, 0.59], [-0.48, 0.09, 0.24], [0.58, 0.77, 0.20], [0.13, 0.34, -0.03], [0.01, 0.04, -0.26], [-0.16, 0.31, 0.40], [0.06, 0.34, -0.21], [0.31, 0.30, 0.34], [0.13, 0.40, -0.13], [-0.46, -0.36, 0.33], [-0.35, -0.03, -0.01], [0.04, 0.48, -0.20], [-0.42, 0.07, 0.28], [-0.60, -0.30, 0.14], [-0.47, 0.40, -0.53], [0.50, 0.09, 0.13], [0.25, 0.58, -0.44], [-0.76, -0.17, -0.11], [-0.16, -0.23, 0.37], [-0.61, -0.13, 0.50], [0.47, 0.86, -0.29], [0.10, -0.43, -0.04], [0.01, -0.21, -0.31], [-0.53, -0.30, 0.19], [1.79, -0.32, -0.06], [-0.04, 0.59, 0.16], [0.16, -0.29, -0.37], [0.33, -0.22, 0.25], [0.34, -0.10, -0.26], [-0.25, -0.06, -0.46], [-0.15, -0.07, 0.21], [0.49, 0.03, 0.80], [-1.17, 0.20, 0.78], [0.19, -0.37, -0.17], [-0.50, -0.42, -0.21], [0.62, 0.28, 0.10], [-1.03, 0.29, 0.65], [0.17, -0.56, -0.04], [0.11, 0.66, -0.23], [-0.96, -0.01, 0.09], [0.08, 0.30, 0.29], [0.08, 0.30, 0.01], [0.36, -0.02, 0.27], [0.17, -0.77, 0.70], [0.38, 0.05, -0.32], [-0.17, -0.41, -0.07], [-0.43, -0.45, 0.86], [0.59, -0.14, -0.05], [1.22, 0.33, 0.34], [-0.11, 0.27, -0.43], [-0.40, -0.02, 0.91], [0.12, 0.27, 0.38], [-0.17, -0.48, -0.32], [0.01, 0.37, 0.22], [0.59, -0.82, 0.77], [-0.46, -0.79, -0.03], [-0.06, -0.41, -0.18], [-0.99, -0.21, -0.35], [-0.26, -0.32, -0.11], [-0.06, 0.68, 0.36], [0.09, -0.50, -0.07], [-0.13, -0.42, -0.27], [-0.30, 0.66, -0.12], [0.31, 0.71, -0.01], [0.33, 0.00, -0.50], [-0.72, -0.16, 0.65], [-0.26, 0.17, -0.50], [0.20, -0.08, -0.13], [0.21, 0.05, 0.56], [0.11, 0.23, 0.59], [-0.44, -0.82, -0.59], [-0.67, 0.24, -0.53], [-0.46, 0.07, -0.03], [-0.25, 0.63, -0.69], [0.24, -0.51, 0.22], [0.04, 0.16, -0.10], [-0.34, -0.06, -0.15], [-0.57, 0.17, 0.11], [-0.60, -0.31, -0.52], [-1.39, -0.38, 0.17], [-0.39, 0.06, -0.24], [0.08, 0.26, 0.36], [-1.08, -0.19, 0.62], [0.19, 0.55, 0.60], [0.49, 0.31, -0.14], [0.01, -0.24, -0.05], [1.28, -0.23, 0.25], [-0.03, -0.44, 0.69], [-0.25, 0.07, 0.35], [0.22, 0.34, -0.13], [-0.15, 0.03, -0.24], [0.23, 0.19, 0.12], [-0.01, 0.05, -0.89], [1.16, -0.19, 0.22], [-0.09, 0.19, -0.02], [0.44, 0.11, 0.13], [-0.29, -0.29, 0.16], [0.21, 0.12, -0.20], [0.81, -0.01, -0.93]], "max_force_ha_per_bohr": 0.06880, "orbital_gap_ev": 4.54, "homo_energy_ev": -17.3, "mol_weight_g_mol": 1596.53, "total_charge": 8}